Entry 1:
Formula: C20H25BCl51O2
Source: OMol25
Level of theory: the ωB97M-V functional and the def2-TZVPD basis

Geometry as XYZ:
```
99
Properties=species:S:1:pos:R:3
B -4.74643 1.32416 0.19257
C -4.16173 0.34089 1.41687
C -2.60725 0.16341 1.24166
C -2.36853 -1.23932 0.76550
O -1.82905 -1.43078 -0.23660
O -2.81306 -2.26172 1.46243
H -5.50852 2.11907 0.71227
H -3.85779 1.95505 -0.33190
H -5.33591 0.61642 -0.61483
H -4.63309 -0.63672 1.34542
H -4.41131 0.74614 2.37955
H -2.16032 0.83142 0.53084
H -2.13374 0.34464 2.20192
H -3.09374 -1.88969 2.29711
C -3.32745 -0.12518 5.40336
Cl -2.70296 1.32820 4.62296
Cl -4.14368 0.28814 6.91619
Cl -4.42433 -1.00701 4.33123
H -2.49042 -0.76783 5.63568
C 0.89713 -1.33994 -2.70431
Cl 1.27408 -2.77652 -3.65328
Cl 2.33921 -0.75853 -1.88208
Cl 0.20986 -0.07622 -3.72743
H 0.17006 -1.61801 -1.95221
C 2.24303 0.79691 2.06752
Cl 2.94366 2.18149 1.22424
Cl 1.42878 1.29672 3.55715
Cl 1.12763 -0.06481 1.02006
H 3.04488 0.12521 2.34077
C 6.29197 -0.72337 0.44801
Cl 5.29342 0.19625 -0.66989
Cl 5.42561 -1.03393 1.95692
Cl 6.81828 -2.24009 -0.29195
H 7.17009 -0.13699 0.67852
C -2.54489 -2.86877 -3.62190
Cl -2.78318 -3.13411 -5.36104
Cl -3.86717 -1.92713 -2.94875
Cl -2.37722 -4.41721 -2.77689
H -1.63043 -2.31024 -3.48886
C 1.87343 6.44432 1.28350
Cl 0.60953 6.81225 0.10854
Cl 1.43814 5.03089 2.24263
Cl 3.42289 6.19618 0.47150
H 1.97248 7.28918 1.94910
C 4.52692 -4.65363 3.61832
Cl 3.12362 -3.59766 3.78467
Cl 3.99674 -6.31068 3.30695
Cl 5.59702 -4.08136 2.34130
H 5.07535 -4.63624 4.54836
C -1.96013 3.47977 -2.92334
Cl -2.15269 3.19124 -4.66085
Cl -3.27044 4.49335 -2.31496
Cl -1.88134 1.96168 -2.04557
H -1.02771 4.00628 -2.77367
C 0.41757 -7.41470 4.06318
Cl -0.54436 -6.46755 2.92817
Cl -0.45542 -7.63877 5.58212
Cl 0.86025 -8.97639 3.36198
H 1.32692 -6.86891 4.27251
C 1.81701 -2.97002 -7.29586
Cl 0.43301 -1.91548 -7.06247
Cl 1.29933 -4.63043 -7.59548
Cl 2.82726 -2.38113 -8.62454
H 2.40757 -2.95737 -6.38995
C -8.19760 4.07141 -1.51872
Cl -7.57715 3.92238 -3.16822
Cl -7.79065 2.65301 -0.56759
Cl -7.57198 5.54183 -0.75526
H -9.27318 4.15527 -1.57246
C 1.29030 -4.33943 0.03612
Cl 2.74257 -3.58182 0.71130
Cl -0.02953 -3.17054 -0.04886
Cl 1.61957 -5.03560 -1.56150
H 0.98885 -5.14126 0.69644
C -0.77266 7.13413 -5.41237
Cl -0.25885 5.66280 -6.23711
Cl -2.49982 7.08463 -5.06568
Cl 0.15395 7.36801 -3.92566
H -0.58178 7.97296 -6.06523
C 4.02554 0.99749 -7.88155
Cl 2.61312 1.81849 -7.22138
Cl 4.02551 1.07156 -9.64687
Cl 5.51339 1.69132 -7.22884
H 3.97944 -0.04145 -7.58925
C -4.84110 -5.22189 5.02096
Cl -6.30271 -4.30124 5.38184
Cl -5.24262 -6.89046 4.60351
Cl -3.92665 -4.45854 3.72326
H -4.22381 -5.23585 5.90725
C 1.80941 2.77790 7.28647
Cl 1.45646 3.21289 8.96165
Cl 3.01533 1.48981 7.21982
Cl 0.33901 2.30033 6.44261
H 2.21652 3.64714 6.79050
C 7.02057 3.98967 0.07881
Cl 5.62374 3.25324 0.86282
Cl 8.13680 2.74973 -0.50883
Cl 6.51039 5.04131 -1.24369
H 7.54231 4.59318 0.80740
```

As for the HOMO energy: -5.029 eV. As for the frontier orbital gap: 6.371 eV. The spin multiplicity is 1. The charge is -1. For the electronic energy, the calculation gives -664559.9787 eV.

=====

Entry 2:
Formula: C20H25Cl51OP
Source: OMol25
Level of theory: the ωB97M-V functional and the def2-TZVPD basis

Geometry as XYZ:
```
98
Properties=species:S:1:pos:R:3
P -1.00531 3.30414 -0.26273
C -2.42828 2.34975 -1.01929
C -3.55919 2.25227 0.22392
C -4.86797 3.23139 -0.00230
O -3.69731 3.48796 1.03378
H -1.00220 4.63389 -0.80479
H -1.10444 3.30032 1.16829
H 0.19284 2.58542 -0.59056
H -2.19422 1.29025 -1.31150
H -3.02996 2.92665 -1.76962
H -3.74249 1.20980 0.71783
H -5.60655 3.38749 0.82407
H -4.77170 3.82788 -0.94758
C -3.67361 2.01810 -4.83647
Cl -4.32293 1.41497 -3.30265
Cl -2.26123 3.04773 -4.54847
Cl -3.25593 0.67469 -5.90165
H -4.43937 2.61675 -5.32220
C -3.04913 7.23891 2.28991
Cl -1.88262 7.98852 1.19016
Cl -4.64751 7.96795 2.09136
Cl -3.12487 5.49065 2.01557
H -2.71787 7.41446 3.31025
C -0.83792 -1.90446 -1.48005
Cl 0.00402 -0.54751 -0.71679
Cl -1.81016 -2.77756 -0.29184
Cl -1.84903 -1.33326 -2.81263
H -0.09309 -2.58725 -1.88108
C 1.84923 -2.90527 2.00795
Cl 0.72575 -4.17666 2.50142
Cl 2.19505 -3.02661 0.27189
Cl 1.19745 -1.30949 2.40865
H 2.77502 -3.03765 2.54904
C 2.34955 4.83791 2.04891
Cl 3.45663 6.20394 1.92991
Cl 1.19120 4.84610 0.69781
Cl 3.24512 3.31570 2.08571
H 1.79192 4.92992 2.97707
C 5.90373 -1.25942 2.78181
Cl 6.76318 -1.64869 4.27552
Cl 5.06413 -2.68044 2.14860
Cl 4.74272 0.04917 3.04242
H 6.63077 -0.93207 2.04376
C -1.21609 -7.22086 0.58294
Cl 0.37420 -6.96683 -0.14996
Cl -1.29492 -6.44870 2.17195
Cl -2.49546 -6.60010 -0.46783
H -1.36672 -8.28820 0.71159
C -6.00581 -2.74615 -5.32344
Cl -5.47605 -2.76533 -7.00988
Cl -4.69013 -2.21752 -4.26502
Cl -7.41884 -1.70145 -5.12667
H -6.28598 -3.75716 -5.04134
C -3.95374 -10.06253 -1.48333
Cl -3.61304 -11.41230 -2.57265
Cl -5.69036 -9.92732 -1.18246
Cl -3.07415 -10.26392 0.03919
H -3.61665 -9.14447 -1.95591
C 0.61593 -7.65452 5.11964
Cl -0.04893 -8.24060 6.64947
Cl 2.01974 -6.61712 5.40858
Cl 1.05068 -9.00990 4.06951
H -0.14715 -7.06598 4.61900
C 0.29794 -6.18669 9.93701
Cl 1.88618 -5.94323 9.19903
Cl 0.22327 -5.40854 11.52297
Cl -0.98043 -5.57092 8.88084
H 0.14436 -7.25365 10.07259
C 7.42764 6.33378 0.04634
Cl 6.32022 5.05296 0.55717
Cl 7.73762 6.23260 -1.69207
Cl 6.77816 7.92148 0.47304
H 8.36983 6.19927 0.57017
C 0.92922 4.19042 -5.97111
Cl 2.48534 4.46281 -6.76246
Cl 0.89130 4.98423 -4.38818
Cl -0.39582 4.76855 -6.98824
H 0.80423 3.12145 -5.82101
C 6.80800 -4.49389 -0.91125
Cl 7.08570 -5.90090 -1.94458
Cl 5.08230 -4.30517 -0.56608
Cl 7.73113 -4.63364 0.59056
H 7.14898 -3.60867 -1.44066
C -3.16773 11.83931 2.56924
Cl -1.59388 12.06168 1.79319
Cl -3.18701 12.59717 4.16659
Cl -4.45987 12.49259 1.55485
H -3.33876 10.77354 2.69483
C 3.69293 7.51575 -2.95012
Cl 4.52843 8.89114 -2.22287
Cl 2.77128 6.62706 -1.72626
Cl 2.62987 8.05425 -4.25568
H 4.43798 6.84526 -3.36996
C -0.27207 -7.46770 -3.78959
Cl -1.38611 -8.76117 -3.32080
Cl 0.07073 -7.54868 -5.52148
Cl -0.93126 -5.88096 -3.36341
H 0.66038 -7.60683 -3.24939
```

As for the HOMO energy: -12.070 eV. As for the frontier orbital gap: 9.165 eV. The spin multiplicity is 1. The charge is +1. For the electronic energy, the calculation gives -671113.4569 eV.

=====

Entry 3:
Formula: C20H25ClN4O3S
Source: OMol25
Level of theory: the ωB97M-V functional and the def2-TZVPD basis

Geometry as XYZ:
```
54
Properties=species:S:1:pos:R:3
N 1.39937 3.18871 -1.86027
S 0.21490 2.20870 -2.52300
O -0.41826 2.92470 -3.59151
O 0.76158 0.90841 -2.79345
C -0.95464 2.03236 -1.18639
C -1.96981 1.11464 -1.37478
C -2.90085 0.91256 -0.37109
C -2.82571 1.63298 0.81818
C -3.77563 1.33527 1.94387
C -3.07009 0.45911 2.99020
N -2.49351 -0.69820 2.35605
C -2.34044 -1.90739 2.92392
O -2.78457 -2.22819 4.00459
C -1.55763 -2.86058 2.01257
N -0.69135 -2.11130 1.12230
C 0.48233 -1.59315 1.80099
C 1.20435 -0.59773 0.89330
N 1.59614 -1.26870 -0.32633
C 2.61111 -0.73264 -1.10136
C 3.15583 -1.47331 -2.15754
C 4.20070 -0.98289 -2.90908
C 4.75582 0.25876 -2.64102
C 4.22520 0.98458 -1.59340
Cl 4.86575 2.56396 -1.23880
C 3.17792 0.51427 -0.82362
C 0.44593 -1.84821 -0.99514
C -0.26881 -2.82686 -0.06618
C -1.80412 2.56406 0.97879
C -0.86649 2.76629 -0.02142
H 1.49707 4.04234 -2.38579
H 2.28335 2.71110 -1.77024
H -2.01171 0.57021 -2.30503
H -3.69256 0.19119 -0.50890
H -4.64988 0.80783 1.56231
H -4.10509 2.25714 2.42398
H -2.28506 1.04605 3.48620
H -3.77129 0.10973 3.75129
H -2.00353 -0.56271 1.47949
H -1.02045 -3.58625 2.64173
H -2.28839 -3.41322 1.41555
H 0.17264 -1.09182 2.72040
H 1.17890 -2.40649 2.06789
H 2.09671 -0.24668 1.41335
H 0.53957 0.25851 0.69028
H 2.76317 -2.45133 -2.38524
H 4.59922 -1.57522 -3.71881
H 5.56952 0.64956 -3.22959
H 2.79488 1.13709 -0.03192
H 0.76194 -2.36030 -1.90064
H -0.25330 -1.04933 -1.28320
H -1.15031 -3.22648 -0.57225
H 0.40711 -3.66356 0.17966
H -1.74140 3.13330 1.89455
H -0.06610 3.47913 0.09455
```

As for the HOMO energy: -8.104 eV. As for the frontier orbital gap: 8.599 eV. The SMILES is NS(=O)(=O)c1ccc(CCNC(=O)CN2CCN(c3cccc(Cl)c3)CC2)cc1. The spin multiplicity is 1. For the electronic energy, the calculation gives -56607.1534 eV.